DFT (the ωB97M-V functional and the def2-TZVPD basis) results for the molecule C5H6S2 at a distorted geometry.

```
13
C5H6S2, DFT the ωB97M-V functional and the def2-TZVPD basis
S -2.813 -0.068 -0.376
C -0.970 0.241 0.089
C -0.201 -0.813 0.831
C 0.194 -0.427 -0.619
C 1.195 0.608 -0.871
C 0.847 1.849 -0.502
S -0.682 2.028 0.289
H -3.383 -0.624 0.752
H -0.598 -1.920 0.878
H 0.264 -0.401 1.666
H 0.005 -1.061 -1.467
H 2.048 0.344 -1.474
H 1.604 2.750 -0.507
```

Properties
**LUMO level**: 0.8 eV
**SMILES**: S[C@@]12C[C@@H]1C=CS2
**Relative energy (zero: lowest compared OMol25 entry of this formula, charge and spin)**: 1.4074 eV
**HOMO energy**: -8.24 eV
**Total charge**: 0
**DFT total energy**: -26950.5176 eV